No. 1
11
Properties=species:S:1:pos:R:3 method="wB97M-V/def2-TZVPD" lumo_energy_ev=0.91 gap_ev=8.71 smiles=Oc1ccc[nH]1
O -1.97954 0.86843 0.52948
N -0.62166 -1.02907 -0.15758
C 0.30589 1.00181 -0.08809
C -0.85531 0.30009 0.02130
C 1.34476 0.04692 -0.18159
C 0.76049 -1.18726 -0.25390
H 0.28695 2.06200 -0.29447
H -1.28451 -1.77997 -0.03086
H 2.39428 0.29040 -0.15560
H 1.20890 -2.15080 -0.42588
H -1.52007 1.56766 1.02941



No. 2
6
Properties=species:S:1:pos:R:3 method="wB97M-V/def2-TZVPD" charge=-1 s2=0.750 multiplicity=2 lumo_energy_ev="2.73 / 4.49" gap_ev="1.17 / 12.43"
O -1.93507 4.48628 3.52270
O 2.07900 -4.42112 -3.68090
H 1.13587 -4.71654 -3.53259
H -2.34111 3.61643 3.76292
H -2.47079 5.14959 3.90291
H 2.52461 -4.57080 -2.86770



No. 3
15
Properties=species:S:1:pos:R:3 method="wB97M-V/def2-TZVPD" charge=+1 lumo_energy_ev="-3.80 / -3.80" gap_ev="9.69 / 9.69"
O -2.34435 1.25453 0.34824
O -1.51983 -2.17911 -0.09007
O 1.19056 0.52079 0.67718
N -0.26333 1.87219 -0.43776
N -2.06589 0.08411 0.31590
C -1.81194 -0.93805 -0.18909
C 2.03039 -0.70878 0.68470
C 0.54401 0.81358 -0.36096
H 0.63826 0.27831 -1.39458
H 1.87150 -1.50764 1.35092
H -0.31456 2.53835 0.23627
H -0.87675 2.07772 -1.24068
H 3.03619 -0.34078 1.00713
H -2.18744 -2.65324 -0.62549
H 2.07319 -1.11199 -0.28171



Ordered max |F| results: 1.14; 2.42; 4.73; unit eV Å⁻¹.